# 1
Entry from the Open Molecules 2025 dataset: a gas-phase ion, C3H9ClN (charge +1) at a distorted geometry (ωB97M-V/def2-TZVPD).

The total energy is -634.3971 Eh. The value obtained for the gap between HOMO and LUMO is 12.15 eV. As for the net charge: +1. The LUMO energy is -3.51 eV. For the maximum force, the calculation gives 0.058 hartree/bohr.

Each line ends with the Löwdin charge.
CARTESIAN COORDINATES (ANGSTROEM)
C (-0.926549, 0.768091, 0.839055)  -0.05
C (-0.391577, -0.005911, -0.345979)  -0.35
N (-0.116390, -1.409374, 0.036497)  0.16
C (1.070920, 0.672623, -0.823050)  -0.43
Cl (2.365857, -0.003363, 0.210196)  0.67
H (-0.223065, 0.743496, 1.667402)  0.09
H (-1.885337, 0.375590, 1.172191)  0.09
H (-1.084631, 1.804910, 0.561498)  0.10
H (-1.067412, 0.046374, -1.198363)  0.15
H (-0.217852, -2.065001, -0.745274)  0.18
H (-0.722868, -1.701770, 0.810491)  0.17
H (0.897751, -1.382954, 0.358321)  0.06
H (1.277551, 0.410826, -1.856323)  0.08
H (1.023599, 1.746462, -0.686658)  0.08

Forces on the atoms, in the same order (eV/Å):
-0.1 -0.2 0.0
2.0 2.1 -0.7
0.4 -0.3 0.1
-2.0 -1.4 0.6
0.0 0.4 -0.2
0.1 0.0 0.1
-0.1 -0.1 0.1
0.0 0.1 -0.1
0.1 -0.2 0.0
0.1 0.1 0.2
0.2 -0.1 -0.2
-0.7 -0.4 -0.1
0.1 0.0 0.0
0.0 0.0 0.0



# 2
Entry from the Open Molecules 2025 dataset: a gas-phase ion, C3H9ClN5 (charge +1) at a distorted geometry (ωB97M-V/def2-TZVPD).

The total energy is -853.2660 Eh. The value obtained for the gap between HOMO and LUMO (spin up / spin down) is 6.30 / 8.01 eV. As for the net charge: +1. The LUMO energy (spin up / spin down) is -3.39 / -6.17 eV. For the maximum force, the calculation gives 0.126 hartree/bohr. Its spin multiplicity is 3.

Each line ends with the Löwdin charge.
CARTESIAN COORDINATES (ANGSTROEM)
C (-0.608932, 0.448656, -0.237022)  -0.48
C (1.613484, -0.738328, 0.131970)  -0.48
C (-2.896289, 1.003790, 0.257292)  -0.08
N (-0.400399, 1.630263, -0.446645)  0.21
N (2.274088, -1.904043, -0.047417)  0.19
N (2.244917, 0.343061, 0.531926)  0.21
N (-1.803177, 0.057497, 0.249934)  -0.43
N (0.415322, -0.670807, -0.303570)  0.15
Cl (-2.300731, -1.633423, 0.085619)  0.58
H (-2.662372, 1.623398, 1.145947)  0.13
H (-2.867640, 1.480506, -0.674451)  0.08
H (-3.846676, 0.607102, 0.261566)  0.06
H (0.450629, 2.194935, -0.862104)  0.16
H (3.329108, -1.935627, -0.125482)  0.16
H (1.971041, -2.558124, -0.744151)  0.12
H (3.301454, 0.489204, 0.554694)  0.19
H (1.754239, 1.135173, 0.861875)  0.10
H (0.031932, -1.573229, -0.639981)  0.12

Forces on the atoms, in the same order (eV/Å):
2.1 -2.3 1.3
3.0 -0.2 -1.3
2.6 0.9 1.6
2.5 5.4 -1.8
2.7 -0.2 -0.2
3.3 0.9 0.9
0.2 3.6 -0.4
-4.8 -0.6 -1.0
-1.7 -6.2 -0.4
-0.7 0.4 -0.8
0.4 1.6 -1.1
-1.8 -1.7 0.8
-2.1 -2.4 0.9
-1.7 0.6 0.8
-0.9 -0.1 -0.1
-2.2 -1.0 0.1
-0.7 0.6 0.2
-0.1 0.9 0.5



# 3
Entry from the Open Molecules 2025 dataset: 2 unconnected molecules or ions with the total composition C3H9ClNO at a distorted geometry (ωB97M-V/def2-TZVPD).

The total energy is -709.4661 Eh. The value obtained for the gap between HOMO and LUMO (spin up / spin down) is 8.25 / 10.65 eV. As for the net charge: +1. The LUMO energy (spin up / spin down) is -3.32 / -4.86 eV. For the maximum force, the calculation gives 0.155 hartree/bohr. Its spin multiplicity is 3.

Each line ends with the Löwdin charge.
CARTESIAN COORDINATES (ANGSTROEM)
C (-0.417565, 1.220304, -0.562210)  -0.09
C (0.472183, 0.611259, 0.339574)  -0.09
C (-0.935952, -2.082149, 0.578902)  -0.71
N (1.507380, -0.342438, -0.201075)  0.24
O (-0.168004, -2.582755, 1.556344)  -0.04
Cl (-0.612157, -2.691940, -0.943610)  0.74
H (-0.052525, 2.120692, -0.989134)  0.09
H (-1.351118, 1.438573, 0.013630)  0.13
H (-0.707450, 0.747016, -1.498595)  0.10
H (0.385309, 0.723774, 1.355603)  0.10
H (-1.911884, -1.590559, 0.619383)  0.09
H (1.122364, -1.218697, -0.417605)  0.04
H (2.147602, -0.685854, 0.572460)  0.22
H (1.791966, 0.144493, -0.922207)  0.09
H (-0.559485, -2.918206, 2.347883)  0.11

Forces on the atoms, in the same order (eV/Å):
-2.6 0.5 -0.8
1.6 -1.6 -0.9
-1.0 0.3 0.4
-2.0 -1.3 7.6
1.0 0.6 -0.8
0.4 -0.6 -1.3
0.5 1.6 0.0
0.6 0.1 -0.7
0.0 -1.0 0.2
0.2 -0.1 2.2
0.4 -0.3 0.8
-1.5 -1.7 -1.4
0.1 1.5 -1.3
3.3 2.3 -4.9
-1.0 -0.2 0.8



# 4
Entry from the Open Molecules 2025 dataset: 2 unconnected molecules or ions with the total composition C3H9ClNO2P at a distorted geometry (ωB97M-V/def2-TZVPD).

The total energy is -1126.3411 Eh. The value obtained for the gap between HOMO and LUMO (spin up / spin down) is 7.60 / 7.75 eV. As for the net charge: 0. The LUMO energy (spin up / spin down) is -1.18 / -1.02 eV. For the maximum force, the calculation gives 0.048 hartree/bohr.

Each line ends with the Löwdin charge.
CARTESIAN COORDINATES (ANGSTROEM)
C (1.996751, -0.882212, -0.705026)  -0.14
C (1.349562, 0.379763, 1.289112)  -0.12
C (-2.717661, 0.631506, 0.335140)  -0.13
N (1.093215, 0.078175, -0.101277)  -0.44
O (-1.215174, -2.249161, -1.799316)  -0.33
O (-1.303326, 0.585682, 0.504822)  -0.41
P (-0.449066, 0.011916, -0.704704)  0.50
Cl (-0.484453, 1.491654, -2.054420)  0.33
H (1.581318, -1.196750, -1.662443)  0.06
H (2.975492, -0.424462, -0.861416)  0.09
H (2.112667, -1.769475, -0.077957)  0.09
H (1.215103, -0.489046, 1.941741)  0.09
H (2.383029, 0.724173, 1.375982)  0.09
H (0.681602, 1.175945, 1.609658)  0.08
H (-2.996080, 1.457259, -0.322168)  0.07
H (-3.146423, 0.782329, 1.325018)  0.09
H (-3.076556, -0.307296, -0.092747)  0.08

Forces on the atoms, in the same order (eV/Å):
0.1 -0.1 -0.2
0.2 0.4 0.2
-0.5 0.0 0.0
-0.5 -0.3 0.2
0.4 1.4 0.7
0.2 0.2 0.4
-0.1 -2.4 -0.6
-0.2 1.0 -0.9
0.2 -0.1 -0.1
0.0 0.0 0.0
0.0 -0.1 0.0
0.0 0.0 0.0
-0.1 0.0 0.1
0.1 0.0 0.1
0.0 0.0 0.1
0.0 0.0 -0.1
0.0 0.0 0.0



# 5
Entry from the Open Molecules 2025 dataset: a single C3H9ClNO2PS molecule at a distorted geometry (ωB97M-V/def2-TZVPD).

The total energy is -1524.6360 Eh. The value obtained for the gap between HOMO and LUMO is 6.87 eV. As for the net charge: 0. The LUMO energy is -1.96 eV. For the maximum force, the calculation gives 0.075 hartree/bohr.

Each line ends with the Löwdin charge.
CARTESIAN COORDINATES (ANGSTROEM)
C (-1.516451, -1.821532, -0.541350)  -0.06
C (-1.212935, -1.029777, 0.687001)  -0.35
O (0.122114, -1.020968, 0.950944)  -0.28
P (1.119575, 0.164909, 0.536650)  0.28
O (2.413809, -0.727220, 0.180884)  -0.17
N (0.287882, 1.170182, -0.318770)  -0.33
C (0.644352, 2.083637, -1.381413)  -0.20
S (1.794556, 0.955545, 2.481484)  0.34
Cl (-0.157889, 2.280599, 2.122284)  0.07
H (-0.625630, -1.951365, -1.181485)  0.09
H (-1.886500, -2.827260, -0.182466)  0.09
H (-2.273554, -1.476073, -1.183245)  0.05
H (-1.804565, -1.356851, 1.503435)  0.12
H (-1.412445, -0.003404, 0.485560)  0.07
H (2.387526, -1.536717, 0.650819)  0.05
H (0.079102, 1.771417, -2.273693)  0.07
H (0.298453, 3.150191, -1.088317)  0.08
H (1.742599, 2.174686, -1.448323)  0.07

Forces on the atoms, in the same order (eV/Å):
0.5 -2.9 0.3
-1.6 1.6 -1.7
3.4 -0.5 1.4
-1.9 0.4 -0.2
-0.1 2.2 -1.0
2.3 -2.3 0.0
-0.3 1.7 1.2
-3.1 1.6 -1.6
2.3 -1.0 1.9
-0.3 0.0 0.4
0.6 0.6 -0.8
-1.1 1.0 -0.5
-0.1 -0.4 1.1
-1.0 0.8 0.0
-0.1 -1.6 0.7
0.8 0.3 0.0
0.3 -1.6 -0.5
-0.5 -0.1 -0.8



# 6
Entry from the Open Molecules 2025 dataset: 2 unconnected molecules or ions with the total composition C3H9ClNOP at a distorted geometry (ωB97M-V/def2-TZVPD).

The total energy is -1051.1545 Eh. The value obtained for the gap between HOMO and LUMO (spin up / spin down) is 8.43 / 7.95 eV. As for the net charge: 0. The LUMO energy (spin up / spin down) is -1.00 / -0.45 eV. For the maximum force, the calculation gives 0.081 hartree/bohr.

Each line ends with the Löwdin charge.
CARTESIAN COORDINATES (ANGSTROEM)
C (1.497495, -0.074887, 0.395050)  -0.19
C (0.476829, -2.039233, -0.541093)  -0.22
C (-2.209900, 1.763043, 0.378150)  -0.29
N (0.387843, -1.022454, 0.547551)  -0.13
O (-1.825225, 0.157326, -1.853445)  -0.43
P (-1.859249, 0.143463, -0.357111)  0.37
Cl (-3.285286, -1.053547, 0.463668)  0.29
H (1.295217, 0.476244, -0.625279)  0.11
H (1.561400, 0.747170, 1.063400)  0.04
H (2.407176, -0.565733, 0.526446)  0.05
H (-0.424795, -2.499360, -0.845994)  0.02
H (0.900928, -1.781495, -1.544543)  0.08
H (1.088399, -3.011256, -0.221298)  0.12
H (-3.235428, 2.040373, 0.326367)  0.02
H (-1.646959, 1.960904, 1.346014)  0.06
H (-1.709225, 2.683872, -0.116981)  0.08

Forces on the atoms, in the same order (eV/Å):
-2.8 1.5 -2.8
2.1 -1.4 0.2
2.9 2.7 0.5
-0.6 -0.4 -1.1
-0.1 -0.1 1.3
1.4 0.0 -1.1
0.1 0.0 0.0
1.3 -1.3 1.4
-0.7 0.5 1.3
1.7 -1.1 -0.6
-1.6 -0.1 0.4
0.2 0.6 1.0
-0.8 2.2 -0.1
-1.0 -0.2 0.6
-1.5 -1.0 -0.5
-0.5 -1.9 -0.4